{"formula": "C2H3NO2", "method": "the ωB97M-V functional and the def2-TZVPD basis", "species": ["C", "C", "N", "O", "O", "H", "H", "H"], "xyz": [[-2.70350, -0.16887, 0.00526], [-1.30722, -0.10354, -0.13729], [-3.79374, 0.13103, 0.32454], [2.27772, 0.32175, 0.00507], [-0.44320, -1.02078, -0.13556], [3.05285, 0.11405, 0.62175], [2.53477, 1.11225, -0.52142], [0.38232, -0.38589, -0.16234]], "nbo_charge": [0.073, 0.178, -0.250, -0.975, -0.580, 0.497, 0.492, 0.564], "orbital_gap_ev": 8.138, "lumo_ev": -0.46, "e_homo_ev": -8.60, "de_lowest_ev": 3.942, "largest_force_ev_per_a": 3.127}

---

{"formula": "C2H3NO2", "method": "the ωB97M-V functional and the def2-TZVPD basis", "species": ["C", "C", "N", "O", "O", "H", "H", "H"], "xyz": [[1.62021, 1.28084, -1.94891], [-0.13000, -0.09468, 0.16114], [1.85919, 0.84216, -0.72147], [1.30177, 1.14658, -3.05881], [1.61157, 2.23309, -1.01911], [-0.73510, -0.14949, -0.65711], [0.29010, -1.11184, 0.53599], [-0.34464, 0.74924, 0.88722]], "nbo_charge": [0.803, -0.385, -0.126, -0.525, -0.343, 0.168, 0.206, 0.202], "orbital_gap_ev": [9.813, 8.104], "lumo_ev": [-0.60, -1.37], "e_homo_ev": [-10.41, -9.47], "de_lowest_ev": 5.996, "largest_force_ev_per_a": 4.235}

---

{"formula": "C2H3NO2", "method": "the ωB97M-V functional and the def2-TZVPD basis", "species": ["C", "C", "N", "O", "O", "H", "H", "H"], "xyz": [[0.83622, 1.04399, -0.00593], [-1.70564, -1.11708, -0.12071], [-1.58582, 0.01543, 0.01293], [1.45302, 0.06108, -0.42227], [1.63554, -0.91375, 0.44292], [1.01351, 1.93089, -0.62605], [0.32568, 1.09885, 0.98944], [-1.97250, -2.11941, -0.27034]], "nbo_charge": [0.171, 0.131, -0.359, -0.078, -0.481, 0.175, 0.207, 0.233], "orbital_gap_ev": [9.305, 9.307], "lumo_ev": [0.08, 0.08], "e_homo_ev": [-9.22, -9.22], "de_lowest_ev": 6.218, "largest_force_ev_per_a": 2.238}

---

{"formula": "C2H3NO2", "method": "the ωB97M-V functional and the def2-TZVPD basis", "species": ["C", "C", "N", "O", "O", "H", "H", "H"], "xyz": [[0.70854, 0.96539, 0.01856], [-0.70280, -0.59415, -0.05862], [-0.52303, 0.81303, 0.20981], [1.61899, 0.07509, -0.09466], [0.38878, -1.28488, 0.13249], [1.16247, 1.91858, 0.13758], [-1.46190, -0.91505, 0.71494], [-1.19104, -0.97799, -1.06009]], "nbo_charge": [0.367, 0.009, -0.473, -0.263, -0.240, 0.219, 0.230, 0.151], "orbital_gap_ev": [7.826, 7.812], "lumo_ev": [-2.20, -2.24], "e_homo_ev": [-10.03, -10.05], "de_lowest_ev": 5.097, "largest_force_ev_per_a": 4.799}

---

{"formula": "C2H3NO2", "method": "the ωB97M-V functional and the def2-TZVPD basis", "species": ["C", "C", "N", "O", "O", "H", "H", "H"], "xyz": [[-0.60683, -0.54820, 0.55490], [0.38975, 0.27119, 0.09181], [1.32514, -2.20988, -0.01910], [-0.42692, -1.32698, 1.53859], [0.81473, -2.60994, 0.88484], [-1.40133, -0.68093, -0.05725], [0.22365, 0.73300, -0.93837], [1.32934, 0.56725, 0.61216]], "nbo_charge": [0.145, -0.449, 0.318, -0.569, 0.014, 0.134, 0.199, 0.209], "orbital_gap_ev": [7.996, 7.820], "lumo_ev": [-0.85, -0.95], "e_homo_ev": [-8.85, -8.77], "de_lowest_ev": 5.278, "largest_force_ev_per_a": 3.880}

---

{"formula": "C2H3NO2", "method": "the ωB97M-V functional and the def2-TZVPD basis", "species": ["H", "N", "C", "O", "C", "O", "H", "H"], "xyz": [[0.02839, -1.04005, 2.20257], [-0.14013, -1.02260, 1.19798], [-0.35412, 0.15210, 0.81723], [-0.66872, 0.41002, -0.50444], [0.28184, 0.19023, -1.45057], [1.44427, 0.00376, -1.24795], [-0.39194, 1.06299, 1.42056], [-0.19959, 0.24356, -2.43538]], "nbo_charge": [0.354, -0.608, 0.389, -0.532, 0.653, -0.543, 0.158, 0.129], "orbital_gap_ev": 11.750, "lumo_ev": 0.88, "e_homo_ev": -10.87, "smiles": "[H]/N=C/OC=O", "de_lowest_ev": 0.876, "largest_force_ev_per_a": 0.585}

---

Which formula does entry 1 have?
C2H3NO2